276
Properties=species:S:1:pos:R:3:mulliken_charge:R:1 method="wB97M-V/def2-TZVPD" gap_ev=7.985 relative_energy_kj_mol=1228.8 smiles=CC1(C)CCCC(C)(C)N1O.CC1(C)CCCC(C)(C)N1O.CC1(C)CCCC(C)(C)N1O.CC1(C)CCCC(C)(C)N1O.CC1(C)CCCC(C)(C)N1O.CC1(C)CCCC(C)(C)N1O.COCCNCCOC.COCCNCCOC.COCCNCCOC.COCCNCCOC e_homo_ev=-7.439
C 1.802 -4.797 0.694 -1.85
C 1.052 -5.157 1.993 2.05
C -0.375 -4.445 2.132 -0.65
C 0.860 -6.692 1.858 -1.45
C 0.492 -7.486 3.035 -0.84
C 1.414 -7.045 4.205 -1.38
C 1.736 -5.589 4.472 1.88
C 0.705 -4.803 5.267 -1.65
C 3.108 -5.563 5.190 -1.83
N 1.939 -4.925 3.151 -0.27
O 2.189 -3.516 3.217 -0.31
H 1.330 -4.935 -0.279 0.42
H 1.944 -3.716 0.717 0.19
H 2.783 -5.237 0.518 0.41
H -1.203 -5.012 2.556 0.40
H -0.193 -3.503 2.649 -0.38
H -0.587 -4.260 1.079 -0.04
H -0.007 -6.986 1.265 0.34
H 1.669 -7.145 1.286 0.53
H -0.546 -7.286 3.299 0.35
H 0.661 -8.562 2.993 0.39
H 2.373 -7.561 4.157 0.49
H 0.855 -7.442 5.052 0.35
H 0.640 -5.235 6.266 0.57
H -0.308 -4.761 4.866 0.29
H 0.997 -3.755 5.336 0.13
H 3.880 -5.816 4.464 0.43
H 3.047 -6.280 6.009 0.44
H 3.260 -4.544 5.545 0.29
H 3.076 -3.387 2.873 0.13
C -4.153 3.474 9.345 -1.75
C -2.952 3.391 8.287 1.41
C -1.522 3.145 8.947 -1.50
C -3.281 2.124 7.494 -1.32
C -2.504 1.935 6.125 0.16
C -2.513 3.067 5.168 -0.26
C -2.131 4.338 5.927 2.13
C -0.573 4.498 6.036 -1.45
C -2.624 5.422 4.996 -2.00
N -2.829 4.494 7.229 0.21
O -2.565 5.679 7.920 -0.50
H -4.025 4.346 9.987 0.40
H -5.173 3.535 8.967 0.36
H -4.291 2.642 10.035 0.40
H -1.659 2.482 9.801 0.45
H -0.719 2.743 8.329 0.16
H -0.983 3.975 9.404 0.36
H -3.188 1.207 8.076 0.55
H -4.325 2.238 7.202 0.15
H -1.525 1.467 6.226 -0.63
H -3.019 1.079 5.688 0.23
H -3.371 3.121 4.497 0.47
H -1.704 2.722 4.523 -0.62
H -0.315 5.354 6.660 0.43
H 0.068 4.566 5.157 0.33
H -0.039 3.705 6.561 0.12
H -2.285 6.398 5.343 0.52
H -3.702 5.430 4.838 0.51
H -2.289 5.359 3.960 0.05
H -3.346 6.130 7.593 0.39
C 0.756 -0.305 4.854 -2.10
C 1.817 0.641 4.341 2.99
C 0.988 1.606 3.347 -0.34
C 2.312 1.404 5.607 -0.42
C 3.634 2.050 5.515 -1.13
C 4.677 1.207 4.780 -1.61
C 4.205 0.577 3.462 1.56
C 4.186 1.714 2.429 -0.23
C 5.286 -0.460 3.104 -2.01
N 2.910 -0.084 3.607 0.44
O 2.562 -0.951 2.604 0.45
H 1.175 -1.057 5.522 0.84
H -0.068 0.102 5.440 -0.07
H 0.245 -0.978 4.165 -0.23
H 0.727 1.140 2.396 -0.05
H 0.169 2.003 3.945 -0.51
H 1.572 2.464 3.015 0.18
H 1.674 2.268 5.793 -0.53
H 2.107 0.912 6.558 0.81
H 3.445 2.988 4.994 0.26
H 3.967 2.318 6.518 0.48
H 5.156 0.467 5.422 0.46
H 5.487 1.910 4.584 0.41
H 3.623 1.490 1.523 -0.67
H 5.224 1.833 2.119 0.59
H 3.736 2.592 2.894 -0.19
H 6.308 -0.151 3.321 0.45
H 5.105 -0.925 2.135 0.20
H 5.182 -1.237 3.861 0.51
H 2.494 -1.816 3.013 0.40
C 5.789 4.027 -4.750 -1.70
C 6.791 3.138 -3.979 1.75
C 7.806 2.574 -5.000 -1.66
C 7.486 3.982 -2.946 -1.29
C 8.331 3.185 -1.944 -0.95
C 7.395 2.196 -1.256 -1.35
C 6.612 1.230 -2.163 2.51
C 7.457 -0.042 -2.582 -1.78
C 5.402 0.925 -1.259 -2.44
N 6.108 1.979 -3.353 -0.09
O 5.199 1.146 -4.144 0.28
H 4.767 4.004 -4.372 0.22
H 5.992 5.098 -4.760 0.33
H 5.805 3.577 -5.742 0.39
H 7.900 3.112 -5.943 0.53
H 8.775 2.205 -4.663 0.22
H 7.408 1.793 -5.647 0.35
H 8.024 4.815 -3.399 0.46
H 6.673 4.421 -2.368 0.22
H 9.176 2.707 -2.441 0.32
H 8.739 3.841 -1.175 0.47
H 6.783 2.696 -0.505 0.24
H 7.910 1.648 -0.467 0.56
H 8.477 0.201 -2.880 0.33
H 6.924 -0.678 -3.289 0.33
H 7.643 -0.738 -1.765 0.45
H 5.823 0.182 -0.581 0.40
H 4.579 0.434 -1.778 0.41
H 4.936 1.732 -0.693 0.33
H 4.398 1.427 -3.695 0.24
C 1.604 -0.617 -1.084 -0.87
C 0.583 -0.149 -2.112 2.25
C 1.454 0.710 -3.217 -2.08
C -0.089 -1.325 -2.869 -1.52
C -1.176 -1.990 -2.149 0.49
C -2.176 -0.887 -1.859 0.39
C -1.719 0.217 -0.954 4.53
C -2.826 1.256 -1.084 -1.77
C -1.556 -0.242 0.498 -1.82
N -0.446 0.773 -1.488 -0.24
O 0.018 1.878 -0.908 0.48
H 1.221 -1.342 -0.366 -0.64
H 2.484 -1.022 -1.583 0.54
H 1.859 0.289 -0.534 0.10
H 2.374 1.179 -2.867 -0.04
H 1.833 0.058 -4.004 0.31
H 0.802 1.453 -3.676 0.58
H -0.411 -0.931 -3.833 0.27
H 0.632 -2.110 -3.098 0.79
H -1.424 -2.864 -2.750 -0.35
H -0.807 -2.449 -1.232 -0.69
H -3.133 -1.355 -1.628 -0.33
H -2.435 -0.564 -2.867 -0.98
H -3.697 0.906 -0.530 -0.14
H -3.033 1.763 -2.026 0.60
H -2.480 2.147 -0.560 -0.80
H -2.397 -0.909 0.685 -0.10
H -1.409 0.502 1.281 0.22
H -0.771 -0.970 0.701 0.08
H -0.474 2.547 -1.389 0.23
C 1.181 -1.826 -10.805 -1.76
C 1.514 -1.140 -9.433 1.82
C 0.989 0.308 -9.159 -1.83
C 0.680 -2.010 -8.474 -1.89
C 1.154 -1.852 -6.999 -0.04
C 2.680 -2.134 -7.024 -1.62
C 3.532 -1.286 -7.965 1.88
C 3.683 -0.002 -7.133 -1.79
C 4.888 -1.972 -7.939 -1.82
N 2.974 -1.201 -9.316 0.32
O 3.654 -0.368 -10.122 -0.49
H 1.597 -1.299 -11.664 0.45
H 1.389 -2.892 -10.896 0.37
H 0.104 -1.661 -10.838 0.45
H 0.287 0.479 -9.975 0.49
H 0.447 0.530 -8.239 0.30
H 1.763 1.071 -9.239 0.35
H -0.394 -1.822 -8.459 0.48
H 0.632 -3.054 -8.786 0.50
H 1.038 -0.841 -6.609 0.07
H 0.734 -2.524 -6.250 0.36
H 2.826 -3.199 -7.202 0.47
H 2.971 -2.023 -5.980 0.29
H 2.739 0.542 -7.170 0.36
H 4.509 0.595 -7.519 0.35
H 4.009 -0.115 -6.099 0.39
H 4.592 -2.798 -8.585 0.59
H 5.126 -2.296 -6.926 0.30
H 5.723 -1.393 -8.332 0.29
H 3.932 -0.965 -10.821 0.39
C -6.403 -1.093 -1.604 -0.45
O -6.684 0.178 -2.223 -0.46
C -6.876 1.289 -1.308 0.01
C -6.857 2.508 -2.275 -1.03
N -5.676 2.395 -3.116 0.35
C -5.698 3.298 -4.228 -0.78
C -4.434 2.934 -5.026 -0.68
O -4.416 1.587 -5.657 -0.43
C -3.402 0.683 -5.388 -0.32
H -7.140 -1.475 -0.898 0.37
H -5.455 -1.137 -1.067 0.10
H -6.257 -1.686 -2.506 0.19
H -5.971 1.261 -0.701 -0.24
H -7.598 1.262 -0.493 0.51
H -6.805 3.482 -1.789 0.48
H -7.774 2.388 -2.852 0.29
H -5.649 1.424 -3.394 0.20
H -5.975 4.304 -3.913 0.43
H -6.352 3.082 -5.073 0.31
H -3.543 3.249 -4.483 0.20
H -4.424 3.567 -5.913 0.50
H -2.618 0.824 -6.132 0.42
H -3.760 -0.341 -5.280 0.32
H -2.982 0.825 -4.392 -0.18
C -3.091 5.017 -0.988 -0.69
O -1.623 4.888 -0.768 -0.40
C -1.274 4.642 0.635 -0.59
C 0.285 4.359 0.812 0.71
N 1.000 5.332 1.601 -0.37
C 2.449 4.941 1.453 0.14
C 3.192 5.660 0.313 -0.85
O 2.542 5.340 -0.912 -0.18
C 2.700 6.475 -1.859 -0.90
H -3.668 5.813 -0.518 0.33
H -3.525 4.061 -0.697 0.24
H -3.243 5.081 -2.065 0.24
H -1.834 3.754 0.928 0.05
H -1.482 5.464 1.321 0.76
H 0.717 4.320 -0.188 0.19
H 0.570 3.463 1.363 -0.51
H 0.939 6.298 1.315 0.32
H 2.677 3.877 1.388 -0.64
H 3.001 5.108 2.378 0.50
H 4.149 5.169 0.139 0.24
H 3.258 6.741 0.442 0.54
H 3.589 7.100 -1.783 0.38
H 1.721 6.949 -1.936 0.24
H 2.772 5.802 -2.714 0.26
C -5.887 -4.383 -0.107 -0.91
O -4.834 -3.864 -0.813 0.01
C -3.641 -4.715 -0.981 0.09
C -3.598 -5.178 -2.414 -0.76
N -2.224 -5.645 -2.745 -0.18
C -2.024 -5.810 -4.167 -0.48
C -0.522 -6.375 -4.330 -0.83
O 0.525 -5.411 -4.096 -0.10
C 1.718 -5.707 -4.789 -0.99
H -5.562 -4.652 0.898 0.31
H -6.246 -5.344 -0.475 0.31
H -6.724 -3.713 0.085 0.20
H -3.520 -5.544 -0.283 0.49
H -2.761 -4.120 -0.739 -0.44
H -3.971 -4.425 -3.108 0.30
H -4.310 -6.003 -2.442 0.44
H -1.530 -5.127 -2.225 0.05
H -2.079 -4.786 -4.538 0.26
H -2.721 -6.512 -4.624 0.41
H -0.393 -6.540 -5.400 0.55
H -0.238 -7.268 -3.774 0.30
H 1.527 -5.282 -5.775 0.33
H 1.752 -6.791 -4.895 0.43
H 2.663 -5.532 -4.276 0.28
C -7.496 0.609 7.119 -0.82
O -7.230 -0.249 6.087 -0.35
C -8.073 -0.045 4.879 -0.68
C -7.980 -1.347 3.990 -0.69
N -6.663 -1.919 4.003 -0.42
C -5.708 -1.416 3.007 -0.53
C -4.324 -2.002 3.167 -0.69
O -3.472 -1.424 4.200 -0.03
C -2.344 -2.248 4.595 -0.45
H -6.964 0.324 8.027 0.26
H -8.554 0.637 7.379 0.34
H -7.216 1.614 6.803 0.32
H -7.955 0.928 4.403 0.38
H -9.133 0.018 5.122 0.44
H -8.322 -1.173 2.970 0.31
H -8.631 -1.997 4.575 0.40
H -6.296 -1.578 4.880 0.36
H -5.494 -0.349 3.058 0.33
H -6.171 -1.647 2.047 0.29
H -3.720 -2.182 2.278 0.30
H -4.661 -3.005 3.430 0.42
H -2.608 -3.291 4.422 0.43
H -2.090 -2.053 5.637 0.33
H -1.551 -1.905 3.930 -0.12